[1]
An isolated molecule of CH3NO2 at a distorted geometry. Source: the Open Molecules 2025 dataset; level of theory: ωB97M-V/def2-TZVPD.

Element x y z (Å)
C: -0.296 -0.324 0.022
N: 0.484 -0.158 1.130
O: 0.970 -0.668 -0.124
O: -0.674 0.769 -0.663
H: -1.023 -1.316 -0.007
H: 0.600 0.850 1.087
H: -0.061 0.848 -1.447

Calculated values
Total energy in eV: -6667.433
HOMO energy in eV: -10.461
Net charge: 0
SMILES: O[C@@H]1NO1

=====

[2]
An isolated molecule of CH3NO2S at a distorted geometry. Source: the Open Molecules 2025 dataset; level of theory: ωB97M-V/def2-TZVPD.

Element x y z (Å)
C: -0.559 -0.534 0.104
N: 0.884 -0.199 -0.120
O: 1.592 -0.508 -1.043
O: 1.249 0.898 0.885
S: -1.296 0.855 -0.720
H: -0.503 -1.456 -0.401
H: -0.865 -0.633 1.217
H: -0.501 1.576 0.079

Calculated values
Total energy in eV: -17500.543
HOMO energy in eV: -10.147
Net charge: 0
SMILES: O=[N+]([O-])CS

=====

[3]
An isolated molecule of CH3NO2S at a distorted geometry. Source: the Open Molecules 2025 dataset; level of theory: ωB97M-V/def2-TZVPD.

Element x y z (Å)
C: -2.390 0.625 -0.115
N: 0.102 -0.221 0.247
O: -2.250 1.739 0.243
O: -1.552 -1.834 -0.770
S: -1.437 -0.978 0.399
H: -3.260 0.240 -0.879
H: 0.273 0.249 -0.624
H: 0.129 0.428 0.993

Calculated values
Total energy in eV: -17503.978
HOMO energy in eV: -9.362
Net charge: 0

=====

Gap between HOMO and LUMO / Ha: 0.415, 0.324, 0.340
ΔE to the lowest compared entry with this formula, charge and spin / eV: 4.231, 4.927, 1.492